No. 1
The following is a DFT calculation (wB97M-V/def2-TZVPD) of a structure of composition C26H34MnN8O.

## Properties
Energy relative to the best compared isomer or geometry (same formula, charge and spin) = 0.000 eV
Charge = +2
Electronic energy = -2675.13521 a.u.
Lowest unoccupied orbital energy (alpha / beta) = -4.609 / -4.711 eV
Expectation value of S² = 8.75
Frontier orbital gap (alpha / beta) = 8.971 / 9.133 eV
Multiplicity = 6

Positions of all 70 atoms, in Å:
Mn -0.203 -0.133 0.491
N -1.249 -3.409 -2.048
C -1.615 -4.145 -0.946
C -1.317 -3.365 0.129
N -0.783 -2.172 -0.303
C -0.762 -2.231 -1.617
C -0.263 -1.109 -2.394
N 0.185 -0.020 -1.799
C 0.611 0.813 -2.810
C 0.416 0.214 -4.013
N -0.146 -1.007 -3.730
H -1.359 -3.708 -3.004
H -2.027 -5.135 -1.026
H -1.433 -3.596 1.175
H 1.050 1.777 -2.624
H 0.620 0.535 -5.020
H -0.433 -1.682 -4.420
C 6.006 -2.069 1.140
C 4.591 -1.599 0.975
C 4.282 -0.408 0.328
C 2.963 -0.019 0.205
N 1.941 -0.730 0.691
C 2.232 -1.882 1.310
C 3.520 -2.345 1.468
H 6.708 -1.418 0.623
H 6.121 -3.082 0.752
H 6.277 -2.095 2.196
H 5.063 0.217 -0.086
H 2.706 0.902 -0.308
H 1.391 -2.450 1.690
H 3.692 -3.288 1.972
C -1.318 4.007 1.439
C -0.171 4.428 0.515
C 0.419 3.098 0.031
O -0.178 2.058 0.860
C -0.810 2.699 1.996
H -2.241 3.849 0.876
H -1.524 4.737 2.220
H 0.572 5.004 1.065
H -0.512 5.039 -0.317
H 1.502 3.055 0.145
H 0.151 2.872 -0.996
H -0.065 2.861 2.780
H -1.575 2.026 2.377
C 1.407 0.416 3.750
C 0.113 -0.320 3.694
N -0.614 -0.585 2.621
C -1.705 -1.324 3.056
C -1.627 -1.508 4.394
N -0.479 -0.856 4.781
H 1.520 1.046 2.872
H 2.247 -0.281 3.770
H 1.460 1.040 4.641
H -2.464 -1.682 2.380
H -2.268 -2.017 5.092
H -0.127 -0.789 5.723
N -2.551 0.347 0.068
C -3.052 0.072 -1.253
C -2.804 0.969 -2.283
C -3.223 0.678 -3.572
C -3.889 -0.512 -3.842
C -4.143 -1.400 -2.807
C -3.727 -1.110 -1.512
H -3.120 -0.128 0.761
H -2.619 1.342 0.263
H -2.288 1.901 -2.075
H -3.042 1.391 -4.367
H -4.232 -0.728 -4.845
H -4.690 -2.315 -2.998
H -3.935 -1.805 -0.704

Results of the Mulliken charge analysis, in e, for atoms 1 through 6: 1.769 0.004 -1.039 -0.541 0.468 -0.076

=====

No. 2
The following is a DFT calculation (wB97M-V/def2-TZVPD) of the molecule C26H34N2O7.

## Properties
Energy relative to the best compared isomer or geometry (same formula, charge and spin) = 3.172 eV
SMILES = COc1cc2c(c(OC)c1OC)-c1ccc(N(C)CC(OC)OC)c(=O)cc1[C@@H](NC(C)=O)CC2
Electronic energy = -1647.24988 a.u.
Lowest unoccupied orbital energy = 0.442 eV
Frontier orbital gap = 7.556 eV

Positions of all 69 atoms, in Å:
C -4.554 4.511 2.501
O -3.393 4.741 1.733
C -2.710 3.717 1.156
C -1.621 4.130 0.386
C -0.810 3.239 -0.281
C -1.068 1.867 -0.188
C -2.124 1.436 0.618
O -2.359 0.084 0.804
C -1.432 -0.538 1.676
C -2.961 2.345 1.282
O -3.976 1.878 2.099
C -4.992 1.134 1.454
C -0.236 0.890 -0.920
C -0.892 -0.078 -1.651
C -0.381 -1.231 -2.240
C 0.920 -1.608 -2.518
N 1.224 -2.903 -2.811
C 2.554 -3.286 -3.233
C 0.476 -3.970 -2.191
C 0.963 -4.237 -0.742
O 0.181 -5.196 -0.081
C -1.164 -4.822 0.166
O 1.001 -3.009 -0.084
C 1.698 -3.028 1.147
C 1.963 -0.562 -2.689
O 2.751 -0.571 -3.634
C 2.085 0.404 -1.633
C 1.171 1.003 -0.819
C 1.676 1.987 0.225
N 2.988 1.641 0.731
C 3.153 0.641 1.625
C 4.599 0.367 1.978
O 2.217 0.033 2.104
C 1.680 3.412 -0.336
C 0.371 3.710 -1.080
H -4.354 3.861 3.354
H -5.357 4.079 1.898
H -4.860 5.497 2.851
H -1.439 5.192 0.323
H -1.479 -0.092 2.675
H -1.729 -1.583 1.731
H -0.408 -0.468 1.299
H -5.689 0.847 2.239
H -4.594 0.243 0.967
H -5.514 1.749 0.710
H -1.972 0.002 -1.667
H -1.148 -1.944 -2.520
H 3.254 -3.321 -2.392
H 2.926 -2.565 -3.958
H 2.505 -4.272 -3.694
H -0.581 -3.722 -2.150
H 0.598 -4.887 -2.771
H 1.966 -4.699 -0.760
H -1.476 -5.366 1.056
H -1.811 -5.105 -0.671
H -1.240 -3.747 0.346
H 1.688 -2.007 1.522
H 2.732 -3.360 0.995
H 1.214 -3.697 1.864
H 3.116 0.722 -1.524
H 0.999 1.936 1.086
H 3.793 2.072 0.306
H 5.118 -0.035 1.110
H 5.096 1.282 2.290
H 4.641 -0.361 2.783
H 2.517 3.526 -1.030
H 1.812 4.119 0.485
H 0.385 3.192 -2.041
H 0.296 4.782 -1.267

Results of the Mulliken charge analysis, in e, for atoms 1 through 6: -0.741 -0.446 0.404 -1.036 0.377 -0.962

=====

No. 3
The following is a DFT calculation (wB97M-V/def2-TZVPD) of a cluster of 3 separate species, C26H34N4O7S2 in total at a distorted geometry.

## Properties
Energy relative to the best compared isomer or geometry (same formula, charge and spin) = 26.681 eV
Electronic energy = -2552.23298 a.u.
Lowest unoccupied orbital energy = -0.549 eV
Frontier orbital gap = 6.815 eV

Positions of all 73 atoms, in Å:
O 4.117 1.169 3.006
C 3.128 0.896 2.148
N 3.474 0.632 0.759
C 2.653 0.466 -0.265
C 1.588 -0.346 -0.136
C 0.864 -0.669 -1.037
C 1.044 -0.033 -2.152
C 1.932 0.829 -2.653
C 2.837 1.205 -1.603
N 3.763 2.144 -1.622
C 3.951 3.166 -0.865
H 4.923 3.648 -0.799
C 2.839 4.582 -1.344
H 1.970 4.013 -1.463
O 3.425 4.868 -2.716
C 3.551 3.743 -3.417
H 2.335 3.510 -3.563
C 4.297 2.565 -2.887
H 5.228 2.725 -2.969
H 4.301 1.623 -3.592
H 3.879 4.147 -4.533
H 3.242 5.257 -0.680
H 3.488 2.926 0.199
H 2.195 1.211 -3.400
H 0.165 -0.353 -3.392
S -0.607 -1.841 -0.686
O -1.030 -1.423 0.781
O -1.539 -1.904 -1.809
N 0.364 -3.235 -0.561
C 0.538 -3.829 -1.883
H 1.418 -4.554 -1.973
C -0.702 -4.497 -2.627
H -1.464 -3.919 -2.735
O -1.143 -5.453 -1.578
C -1.464 -4.926 -0.357
H -2.216 -4.456 -0.611
C -0.377 -4.230 0.111
H 0.658 -5.093 0.675
H -0.539 -3.778 1.140
H -1.620 -5.876 0.219
H -0.402 -5.154 -3.259
H 1.059 -3.034 -2.500
H 1.746 -0.999 0.825
H 4.537 1.094 0.651
C 1.878 0.873 2.339
C 0.650 1.331 1.709
C -0.597 1.032 1.981
C -1.011 0.223 3.067
C 0.082 -0.283 3.669
C 1.600 0.064 3.525
H 2.203 -0.375 4.124
H -0.176 -0.873 4.589
H -2.067 -0.202 2.974
S -1.672 1.504 0.704
O -1.722 2.898 0.732
O -1.065 0.716 -0.518
N -3.142 1.008 0.963
C -3.896 1.768 1.806
C -4.752 0.762 2.714
C -5.488 -0.417 2.240
C -4.643 -0.979 1.088
C -3.769 -0.123 0.271
H -3.076 -0.596 -0.445
H -4.320 0.492 -0.437
H -3.841 -1.487 1.831
H -5.094 -1.750 0.584
H -6.042 -0.857 2.762
H -6.197 0.055 1.367
H -3.986 0.512 3.534
H -5.311 1.250 3.600
H -3.314 2.304 2.349
H -4.696 2.233 1.231
H 1.060 2.101 0.798

Results of the Mulliken charge analysis, in e, for atoms 1 through 6: -0.734 0.050 -0.297 -0.322 -1.245 0.251

=====

No. 4
The following is a DFT calculation (wB97M-V/def2-TZVPD) of a cluster of 2 separate species, C26H34N5O in total at a distorted geometry.

## Properties
Energy relative to the best compared isomer or geometry (same formula, charge and spin) = 0.273 eV
Charge = +1
Electronic energy = -1359.86881 a.u.
Lowest unoccupied orbital energy = -4.442 eV
Frontier orbital gap = 5.338 eV

Positions of all 66 atoms, in Å:
C 1.525 1.624 4.727
N 0.828 1.505 3.464
C -0.081 0.514 3.226
O -0.398 -0.363 4.029
C -0.617 0.715 1.812
C -2.149 0.652 1.733
C -2.690 -0.686 2.104
C -2.486 -1.895 1.456
N -3.060 -2.912 2.203
C -3.677 -2.371 3.330
C -4.284 -2.991 4.418
C -4.718 -2.176 5.476
C -4.521 -0.784 5.441
C -3.894 -0.166 4.352
C -3.471 -0.961 3.290
N -0.021 2.005 1.435
C -0.307 2.605 0.263
C 0.178 3.852 -0.145
C -0.247 4.577 -1.252
C 0.427 5.775 -1.678
C 0.124 6.289 -2.968
C 0.617 7.519 -3.388
C 1.481 8.256 -2.558
C 1.856 7.736 -1.311
C 1.374 6.501 -0.880
C 0.869 2.561 2.464
C 0.296 3.868 3.047
C 2.319 2.745 1.988
H 1.328 0.719 5.306
H 2.603 1.726 4.541
H 1.175 2.509 5.278
H -0.194 -0.088 1.177
H -2.571 1.401 2.420
H -2.459 0.920 0.711
H -1.949 -2.077 0.532
H -3.033 -3.897 1.961
H -4.405 -4.073 4.421
H -5.209 -2.625 6.340
H -4.859 -0.176 6.281
H -3.711 0.908 4.304
H -0.973 2.029 -0.387
H 0.949 4.315 0.473
H -1.197 4.390 -1.739
H -0.498 5.671 -3.626
H 0.325 7.913 -4.362
H 1.862 9.230 -2.866
H 2.530 8.293 -0.656
H 1.716 6.113 0.089
H -0.655 3.649 3.556
H 1.013 4.274 3.772
H 0.116 4.608 2.261
H 2.765 1.752 1.831
H 2.378 3.308 1.054
H 2.877 3.278 2.769
C -2.755 3.868 -4.953
N -1.476 3.408 -4.422
C -0.934 2.249 -5.130
N -1.551 3.175 -3.031
H -2.602 3.971 -6.031
H -3.599 3.175 -4.763
H -3.030 4.843 -4.530
H -0.963 2.492 -6.197
H 0.104 2.050 -4.836
H -1.515 1.324 -4.947
H -1.087 2.298 -2.788
H -2.527 3.174 -2.711

Results of the Mulliken charge analysis, in e, for atoms 1 through 6: -0.946 0.277 0.374 -0.671 0.103 -0.162

=====

No. 5
The following is a DFT calculation (wB97M-V/def2-TZVPD) of a structure of composition C26H34N9Os.

## Properties
Energy relative to the best compared isomer or geometry (same formula, charge and spin) = 1.147 eV
Charge = +1
Electronic energy = -1594.41037 a.u.
Lowest unoccupied orbital energy = -1.969 eV
Frontier orbital gap = 6.929 eV

Positions of all 70 atoms, in Å:
Os -0.409 -0.414 0.599
C 3.044 -1.963 -2.341
N 3.024 -2.534 -1.002
C 3.807 -3.755 -0.874
C 1.993 -2.191 -0.176
N 0.981 -1.490 -0.553
N 2.097 -2.628 1.139
C 1.342 -2.268 2.244
N 1.643 -3.010 3.352
N 0.525 -1.277 2.253
H 4.045 -2.090 -2.748
H 2.832 -0.894 -2.310
H 2.335 -2.457 -3.014
H 4.852 -3.539 -1.093
H 3.454 -4.518 -1.574
H 3.766 -4.189 0.120
H 0.987 -1.291 -1.545
H 2.925 -3.148 1.364
H 2.032 -3.928 3.224
H 1.023 -2.926 4.140
H 0.028 -1.204 3.137
C -2.238 1.895 1.937
N -1.921 0.478 1.760
C -2.748 -0.374 2.294
C -2.597 -1.739 1.945
C -3.182 -2.954 2.321
C -2.555 -3.937 1.558
C -1.611 -3.288 0.748
N -1.645 -1.969 0.978
C -1.044 2.768 2.210
C -0.177 2.484 3.260
C 0.905 3.309 3.521
C 1.121 4.443 2.747
C 0.253 4.743 1.709
C -0.818 3.901 1.438
H -2.961 1.988 2.755
H -2.733 2.270 1.035
H -3.551 -0.034 2.943
H -3.969 -3.090 3.046
H -2.763 -4.994 1.564
H -0.946 -3.707 0.008
H -0.349 1.604 3.871
H 1.575 3.077 4.339
H 1.959 5.094 2.962
H 0.413 5.627 1.105
H -1.490 4.131 0.618
C 1.442 1.684 -0.045
C 1.213 1.552 -1.531
C 2.216 1.972 -2.395
C 2.066 1.879 -3.771
C 0.917 1.315 -4.295
C -0.108 0.863 -3.466
C -1.288 0.149 -4.071
C 0.030 1.042 -2.085
N -0.979 0.625 -1.168
H 2.510 1.625 0.167
H 1.027 0.893 0.615
H 1.070 2.629 0.347
H 3.129 2.382 -1.978
H 2.852 2.224 -4.428
H 0.815 1.192 -5.367
H -0.987 -0.342 -4.995
H -2.103 0.833 -4.321
H -1.686 -0.613 -3.400
C -4.710 1.437 -1.876
C -3.298 1.166 -1.646
N -2.184 0.947 -1.472
H -5.266 0.503 -1.940
H -4.814 1.973 -2.819
H -5.116 2.054 -1.076

Results of the Mulliken charge analysis, in e, for atoms 1 through 6: -0.269 -0.980 0.068 -1.014 0.646 -0.341

=====

No. 6
The following is a DFT calculation (wB97M-V/def2-TZVPD) of a structure of composition C26H35Cl2F3O21 at a distorted geometry.

## Properties
Electronic energy = -3810.87202 a.u.
Lowest unoccupied orbital energy = 0.243 eV
Frontier orbital gap = 9.012 eV

Positions of all 87 atoms, in Å:
C -4.157 -2.576 -1.710
C -2.681 -2.681 -1.677
C -1.977 -1.529 -0.932
O -1.215 -2.215 0.082
C -1.541 -3.516 0.114
O -1.087 -4.268 0.917
O -2.427 -3.825 -0.850
H -4.446 -3.493 -2.225
H -4.539 -1.746 -2.304
H -4.617 -2.631 -0.724
H -2.264 -2.863 -2.668
H -2.731 -0.899 -0.459
H -1.486 -0.800 -1.577
C 1.898 0.134 5.310
C 1.971 1.400 4.487
C 2.893 1.259 3.292
O 2.137 1.926 2.230
C 0.891 1.906 2.556
O -0.015 2.248 1.773
O 0.755 1.596 3.859
H 2.412 -0.758 4.950
H 0.862 -0.103 5.552
H 2.220 0.331 6.333
H 2.212 2.285 5.077
H 3.272 0.259 3.084
H 3.745 1.906 3.503
C 1.242 -0.831 -2.783
C 0.004 -1.517 -3.265
C 0.102 -1.980 -4.711
O -0.174 -3.290 -4.654
C -0.371 -3.773 -3.415
O -0.563 -4.953 -3.053
O -0.145 -2.717 -2.524
H 1.182 -0.335 -1.814
H 1.423 0.015 -3.446
H 2.179 -1.349 -2.988
H -0.910 -0.969 -3.036
H 1.126 -1.797 -5.037
H -0.592 -1.439 -5.354
C -0.801 4.923 2.231
C -2.121 4.141 1.811
C -1.857 3.125 0.713
O -2.706 2.062 1.057
C -3.006 2.197 2.411
O -3.744 1.428 2.994
O -2.478 3.275 2.869
H -0.967 5.412 3.191
H -0.639 5.689 1.472
H 0.025 4.228 2.378
H -2.975 4.749 1.509
H -0.812 2.836 0.822
H -2.011 3.583 -0.264
C 0.047 1.269 -0.072
Cl 0.365 2.774 -0.979
Cl -0.239 -0.170 -1.107
H 0.879 1.032 0.591
H -0.821 1.453 0.561
C 0.586 -2.212 -0.354
C 1.943 -1.714 -0.674
O 2.788 -2.276 0.275
C 2.143 -3.380 0.727
O 2.615 -4.335 1.343
O 0.879 -3.334 0.390
F 2.060 -0.421 -0.358
H 0.034 -2.666 -1.177
H 0.027 -1.482 0.230
H 2.262 -1.940 -1.691
C 2.275 2.203 -4.301
C 1.564 2.791 -3.164
O 0.226 2.645 -3.444
C 0.121 1.574 -4.257
O -0.862 0.950 -4.504
O 1.400 1.207 -4.656
F 1.744 4.099 -3.172
H 3.256 1.756 -4.142
H 2.231 2.860 -5.169
H 1.704 2.348 -2.178
C -0.566 -0.822 3.358
C -0.564 -0.935 1.827
O 0.785 -0.551 1.583
C 1.513 -0.988 2.654
O 2.745 -1.066 2.701
O 0.729 -1.284 3.666
F -1.450 -0.121 1.229
H -1.347 -1.488 3.724
H -0.735 0.126 3.869
H -0.827 -1.960 1.564

Results of the Mulliken charge analysis, in e, for atoms 1 through 6: -1.896 0.673 -0.711 -0.862 0.531 -0.524